(1)
15
Properties=species:S:1:pos:R:3:forces:R:3:mulliken_charge:R:1 method="wB97M-V/def2-TZVPD" homo_lumo_gap_ev=9.6254 charge=0 largest_force_ev_per_a=2.38 smiles="O=C1N=C(N(Cl)Cl)N(Cl)[C@H](O)N1"
O 0.277592 -1.414071 -2.728217 -0.992 0.390 -0.515 -0.561
C -0.199179 -1.105476 -1.670307 -0.088 -1.642 1.725 0.454
N -1.397086 -1.688038 -1.086836 0.645 0.092 -0.407 -0.548
C -1.361631 -2.006553 0.163074 1.403 0.121 -0.170 0.748
N -1.999506 -3.113427 0.606995 -0.789 -1.300 -0.565 -0.080
Cl -2.803867 -4.068103 -0.575082 0.094 0.226 0.433 0.000
Cl -2.653300 -3.211519 2.145301 -0.403 0.068 0.442 0.000
N -0.577011 -1.351202 1.104865 -0.644 0.361 -1.319 -0.095
Cl 0.225144 -1.926718 2.481185 -0.149 -0.492 -0.238 0.013
C -0.027139 -0.135697 0.552489 -1.176 1.040 -1.076 -0.360
O -0.993613 0.913972 0.543222 -0.258 -1.047 -0.409 -0.543
N 0.511833 -0.357712 -0.765092 0.571 0.929 -0.672 -0.215
H 0.720165 0.077724 1.244532 1.403 1.242 0.737 0.496
H -1.699797 0.584320 -0.069333 0.653 0.634 0.667 0.418
H 1.072468 0.346691 -1.287398 -0.270 -0.623 1.368 0.272

***

(2)
21
Properties=species:S:1:pos:R:3:forces:R:3:mulliken_charge:R:1 method="wB97M-V/def2-TZVPD" homo_lumo_gap_ev=10.4304 charge=0 largest_force_ev_per_a=7.21 smiles="NCCCCCC=O"
N -1.376025 0.456005 2.505802 -0.023 -2.958 3.215 -0.679
C -0.790257 -0.654363 1.732260 -0.181 -0.094 -0.179 -0.215
C 0.562527 -0.236779 1.269451 3.471 -0.206 0.889 -0.793
C 1.035467 -0.874881 -0.048995 -7.149 -0.959 0.109 -0.669
C -0.041334 -0.484879 -1.196186 -0.776 -3.087 -0.152 -0.705
C -0.139536 0.969185 -1.767718 -0.948 -3.038 -1.019 -0.300
C 1.139760 1.327318 -2.563791 -0.273 2.485 2.014 -0.061
O 1.378740 2.496150 -2.810940 -0.154 -1.204 -0.470 -0.473
H -2.042096 0.053814 3.227004 1.121 0.730 -1.085 0.231
H -1.939397 1.000972 1.946443 -1.341 1.490 -1.669 0.215
H -0.596800 -1.584023 2.285888 -0.819 0.383 0.343 0.368
H -1.397808 -0.916265 0.852929 -0.132 -0.085 0.692 0.198
H 0.687622 0.843295 1.384739 -0.199 0.075 -0.688 0.404
H 1.355200 -0.603811 2.023500 -1.191 0.502 -0.708 0.268
H 0.889194 -1.972118 0.126895 0.283 0.681 -0.408 0.266
H 1.971209 -0.722673 -0.286915 4.896 1.065 -1.156 0.570
H -0.218176 -1.398338 -2.016077 1.237 2.559 1.550 0.285
H -0.989152 -0.709595 -0.644402 0.630 0.726 -0.849 0.217
H -0.414774 1.603927 -0.893659 0.521 0.221 -1.162 0.283
H -1.046825 0.808453 -2.492334 1.585 1.091 1.166 0.257
H 1.972461 0.598605 -2.633894 -0.557 -0.378 -0.433 0.335

***

Relative energy (zero: lowest compared OMol25 entry of this formula, charge and spin) list, top to bottom, in eV: 0.0000 3.2239